Record 1
Entry from the OMol25 dataset: one molecule with the formula C7H13Cl2P at a distorted geometry (wB97M-V/def2-TZVPD).

XYZ file:
```
23
Properties=species:S:1:pos:R:3:forces:R:3:mulliken_charge:R:1
C 1.39276 2.57838 -0.24515 -0.050 0.606 -0.697 -1.04
C 1.69302 1.55949 0.83061 -1.798 0.676 1.817 -0.46
P 1.45630 -0.13439 0.20124 -1.391 1.551 1.460 0.63
Cl 2.59929 -0.19411 -1.38938 0.023 -0.282 -1.710 -0.20
Cl 2.96814 -1.10847 1.38134 -0.235 -0.463 0.553 -0.36
C -0.25333 -0.14995 -0.10819 2.983 -1.120 -1.658 0.02
C -1.37894 0.06336 0.78599 -1.263 2.130 1.464 -0.72
C -2.35367 -0.54679 -0.26284 0.737 1.134 -1.077 -0.82
C -1.07205 -1.16223 -0.91130 1.520 1.250 -2.138 0.14
C -0.82958 -2.56812 -0.51712 1.424 -1.334 1.198 -1.19
H 0.41341 2.27597 -0.73924 0.900 1.217 0.881 0.29
H 1.51834 3.57696 0.29765 -0.839 -0.998 -1.316 0.33
H 2.12198 2.53484 -1.07966 -0.132 0.158 0.593 0.32
H 0.81115 1.70182 1.59434 1.573 -0.545 -1.088 0.25
H 2.59466 1.88782 1.38160 -0.177 -1.060 -0.358 0.42
H -1.52227 1.11679 1.20162 -0.145 -1.301 -0.511 0.33
H -1.25124 -0.61830 1.58645 -0.444 -0.522 1.298 0.26
H -3.06882 -1.27946 0.08832 -0.256 0.078 0.022 0.34
H -2.80224 0.23956 -0.91807 0.143 -0.722 0.654 0.27
H -0.75924 -1.03349 -2.02809 -1.387 -0.240 1.517 0.28
H -1.39095 -3.26558 -1.15327 0.503 -0.016 -0.022 0.37
H -1.22353 -2.74966 0.52314 0.659 0.134 -0.767 0.27
H 0.33681 -2.72444 -0.51999 -2.350 -0.330 -0.115 0.26
```
Forces are in eV/Å.

Gap between HOMO and LUMO, eV: 8.2130
Energy relative to the best compared isomer or geometry (same formula, charge and spin), kJ/mol: 137.2
Structure (SMILES): CCP(Cl)(Cl)=C1CC[C@@H]1C

---

Record 2
Entry from the OMol25 dataset: an isolated ion of composition C7H13ClN3O2 and charge +1 at a distorted geometry (wB97M-V/def2-TZVPD).

XYZ file:
```
26
Properties=species:S:1:pos:R:3:forces:R:3:mulliken_charge:R:1
C 1.85437 0.50846 0.98903 2.618 -2.253 -0.710 -1.30
C 0.68137 0.89669 0.11541 0.788 -0.595 0.414 -0.23
N -0.57731 0.84933 0.88155 -1.565 -2.011 -0.995 0.21
C -0.89032 1.71218 1.99988 3.684 2.923 -1.995 -1.01
C -1.33359 -0.13052 0.44390 3.391 -1.298 -5.402 0.40
N -2.27634 -0.82877 1.23010 -0.554 -1.179 0.808 0.91
O -3.02019 -1.58820 0.63355 0.099 0.759 0.671 -0.51
O -2.06441 -0.75344 2.43797 -0.724 -0.135 -0.710 -0.52
C -0.82960 -0.71812 -1.06539 -1.663 2.698 6.369 -0.26
C -0.77240 -2.14198 -1.34652 3.759 1.719 -2.620 -0.68
Cl 0.79740 -2.90827 -0.55829 -0.669 -0.648 0.273 -0.25
N 0.56250 -0.14501 -0.96799 -1.140 1.131 -2.863 0.15
C 0.96021 0.47603 -2.33189 -0.309 1.352 1.548 -0.83
H 1.81121 -0.60209 1.45932 -0.280 2.513 -1.376 0.30
H 2.00144 1.16990 1.83739 0.165 0.281 -0.194 0.49
H 2.83078 0.52600 0.24583 -2.275 0.055 2.132 0.33
H 0.84625 1.88007 -0.37534 -0.345 -0.538 0.433 0.40
H -0.61084 2.76113 1.56364 -0.451 -1.553 1.359 0.33
H -1.86803 1.73285 2.26989 -2.922 -0.279 0.371 0.45
H -0.30180 1.45980 2.85825 0.474 -0.011 0.412 0.37
H -0.36717 -2.17634 -2.41427 -1.173 -0.523 1.190 0.26
H -1.60879 -2.70569 -1.18654 -1.961 -1.472 0.527 0.61
H 1.06844 -1.06355 -0.93949 1.009 0.764 1.327 0.33
H 2.04911 0.78275 -2.26855 -1.382 -0.095 -0.137 0.33
H 0.85736 -0.33039 -3.02816 -0.158 -0.114 -0.689 0.33
H 0.20035 1.33717 -2.48328 1.586 -1.491 -0.143 0.38
```
Forces are in eV/Å.

Net charge: +1
Gap between HOMO and LUMO (spin up / spin down), eV: 7.0966 / 7.0927
Energy relative to the best compared isomer or geometry (same formula, charge and spin), kJ/mol: 518.2
Structure (SMILES): C[C@@H]1N(C)C([N+](=O)[O-])=C(CCl)[N@H+]1C

---

Record 3
Entry from the OMol25 dataset: C7H13CuNO2P as an isolated structure at a distorted geometry (wB97M-V/def2-TZVPD).

XYZ file:
```
25
Properties=species:S:1:pos:R:3:forces:R:3:mulliken_spin:R:1
C 0.25662 0.79286 -1.92856 -0.237 -0.300 -1.398 0.01
C 0.49454 -0.11773 -2.92705 0.130 -0.898 0.378 0.00
C 0.31384 -1.46420 -2.59616 -0.541 -0.375 -0.487 0.00
C -0.49889 -1.71840 -1.45019 -1.276 0.561 -0.547 0.00
C -1.23036 -0.61008 -0.93574 0.483 -1.326 -1.789 0.03
Cu 0.51890 -0.21557 -0.36790 1.271 0.384 1.779 0.17
P -0.23455 1.83506 0.66234 -0.207 0.698 1.488 0.02
H 0.58731 1.82930 -2.09135 -1.369 0.009 0.405 0.00
H 0.80669 0.18380 -3.91339 0.477 -0.004 -0.240 0.00
H 0.58155 -2.26136 -3.25228 0.290 -0.447 -0.303 0.00
H -2.04402 -0.76332 -0.20612 0.947 0.774 0.321 0.01
H -0.59777 -2.75176 -1.06559 -0.323 0.584 -0.393 -0.01
H -1.40590 1.70079 1.45586 0.095 0.296 -0.014 0.00
H -0.57159 3.06930 0.05221 -0.007 -0.019 0.128 0.00
H 0.59051 2.37779 1.68522 -0.278 0.291 0.101 0.01
N 0.90491 -1.93091 4.36126 0.320 -0.268 -1.440 1.05
C 1.91097 -1.57481 3.27550 -0.085 -1.044 1.301 1.06
C 1.10167 -1.23746 2.05932 -0.344 1.427 -0.995 -0.18
O -0.13885 -1.22099 2.27405 0.820 0.070 -1.228 0.18
O 1.75044 -0.87790 1.00037 -0.750 -1.027 1.996 -0.04
H -0.00348 -1.73358 3.84619 0.207 -0.085 0.315 0.27
H 1.01132 -1.37094 5.19707 0.104 0.627 0.899 -0.84
H 0.97988 -2.92582 4.63356 -0.045 -0.328 0.157 -0.70
H 2.51630 -0.77658 3.66433 0.183 0.560 -0.200 -0.09
H 2.55656 -2.43208 3.14145 0.134 -0.160 -0.233 0.06
```
Forces are in eV/Å.

Net charge: -1
Gap between HOMO and LUMO (spin up / spin down), eV: 4.1182 / 6.3814
2S+1: 2

---

Record 4
Entry from the OMol25 dataset: one molecule with the formula C7H13F at a distorted geometry (wB97M-V/def2-TZVPD).

XYZ file:
```
21
Properties=species:S:1:pos:R:3:forces:R:3:mulliken_charge:R:1
C 1.41532 -2.13374 -0.13216 -1.637 -3.512 -2.922 -1.04
C 1.69545 -0.85732 0.46445 2.310 0.584 -0.527 0.10
C 0.94131 0.20037 0.57641 1.772 2.687 0.670 -0.84
C -0.42390 0.60135 0.36799 -3.587 -1.932 1.403 1.08
C -1.43755 -0.48788 0.79977 -1.243 -1.857 -2.323 -0.89
F -0.74393 1.54087 1.32216 0.453 2.167 0.951 -0.43
C -0.68964 1.21319 -0.96997 0.279 1.169 -0.157 -0.39
C -0.47594 0.15119 -1.99843 0.986 0.572 -4.242 -1.01
H 2.04654 -2.32513 -1.09342 -0.827 0.618 1.569 0.26
H 0.31117 -2.27303 -0.53193 2.331 0.256 0.920 0.24
H 1.64377 -3.03832 0.47748 -0.182 0.746 -0.077 0.32
H 2.79401 -0.64272 0.55467 -1.061 -0.347 0.385 0.27
H 1.47020 1.14488 0.81506 0.086 -0.624 0.192 0.25
H -1.48683 -0.56946 1.99963 0.070 -0.013 -3.122 0.29
H -0.97893 -1.48855 0.20635 -2.113 2.368 2.218 0.17
H -2.56706 -0.16798 0.24281 3.230 -1.203 2.052 0.21
H 0.16543 1.98056 -1.06593 -1.736 -0.547 -0.161 0.28
H -1.76500 1.64590 -0.98581 1.992 -0.413 0.010 0.30
H -0.44760 0.58350 -3.10675 -0.719 -0.495 2.146 0.31
H -1.22757 -0.65177 -2.02144 0.512 0.146 0.239 0.28
H 0.58686 -0.18870 -2.03848 -0.915 -0.370 0.776 0.22
```
Forces are in eV/Å.

Gap between HOMO and LUMO, eV: 10.6140
Energy relative to the best compared isomer or geometry (same formula, charge and spin), kJ/mol: 230.2
Structure (SMILES): C/C=C\[C@@](C)(F)CC

---

Record 5
Entry from the OMol25 dataset: one molecule with the formula C7H13FN2O at a distorted geometry (wB97M-V/def2-TZVPD).

XYZ file:
```
24
Properties=species:S:1:pos:R:3:forces:R:3:mulliken_charge:R:1
C 3.12739 -0.25570 -0.41251 0.180 -0.478 -0.194 -1.12
C 2.34922 -0.68206 0.86138 -1.866 2.625 -2.485 -0.58
C 1.06259 0.19230 1.00048 0.026 0.152 0.083 -0.50
C -0.21354 -0.19063 0.32549 2.961 -0.409 -0.040 -0.29
C -0.55238 -1.27728 -0.30022 -4.433 1.008 -0.930 0.60
F 0.14741 -2.36492 -0.51895 -0.481 -0.261 -0.438 -0.26
N -2.15923 -1.00275 -0.77461 4.378 -2.634 0.274 -0.43
N -2.41775 0.27820 -0.29839 1.340 1.276 -1.195 -0.09
C -2.42913 1.02990 -1.58876 -4.689 0.556 2.260 -0.90
C -1.25280 0.77433 0.48455 -2.660 1.639 -0.100 -0.29
O -1.61663 0.94887 1.86823 0.345 1.020 -1.005 -0.56
H 2.47024 -0.44327 -1.26884 0.170 -0.191 -0.004 0.30
H 4.01804 -0.87953 -0.51216 -0.070 -0.100 -0.197 0.34
H 3.49225 0.77881 -0.58932 -0.511 -0.337 0.982 0.32
H 2.03389 -1.68578 0.76823 -0.028 -1.207 -0.094 0.33
H 2.83428 -0.54774 1.75808 1.672 0.169 1.830 0.40
H 0.68730 0.14946 2.02316 0.761 0.471 0.473 0.36
H 1.20708 1.27347 0.72334 0.349 -0.925 0.527 0.38
H -2.72738 -1.68005 -0.32714 -0.489 -0.728 0.842 0.23
H -2.83087 2.03847 -1.37012 0.067 -0.320 -0.126 0.35
H -1.54726 1.17141 -2.08827 2.509 -0.409 -1.302 0.37
H -3.22133 0.45106 -2.08599 0.665 0.767 -0.785 0.35
H -1.00614 1.78513 -0.02690 -0.213 -1.270 1.660 0.33
H -1.45525 0.13827 2.34926 0.018 -0.413 -0.035 0.39
```
Forces are in eV/Å.

Gap between HOMO and LUMO, eV: 9.6774
Energy relative to the best compared isomer or geometry (same formula, charge and spin), kJ/mol: 357.2
Structure (SMILES): CCCC1=C(F)NN(C)[C@H]1O

---

Record 6
Entry from the OMol25 dataset: an isolated ion of composition C7H13I2N2 and charge +1 at a distorted geometry (wB97M-V/def2-TZVPD).

XYZ file:
```
24
Properties=species:S:1:pos:R:3:forces:R:3:mulliken_charge:R:1
C 0.24587 1.20445 -0.84125 0.096 1.983 -1.974 -1.00
C 0.72976 0.10323 -0.25038 -1.503 -0.587 0.122 0.42
C 2.08242 0.18728 0.30346 2.899 -1.943 -0.755 -0.73
C 3.13605 -0.39538 -0.75608 1.642 1.628 0.025 -1.18
N 0.00857 -1.11723 0.11372 0.016 2.444 -1.053 -0.03
C -1.30635 -1.38250 -0.38651 0.518 -2.302 -0.324 -0.68
I -2.06473 -2.94131 1.13200 0.205 0.558 -1.200 0.11
N -2.29008 -0.36255 -0.43398 -1.183 3.102 0.480 -0.05
C -2.50167 0.64527 0.41415 1.363 -1.819 -0.875 0.17
C -1.56288 0.84407 1.54577 -1.804 -1.104 3.066 -0.75
I -3.94444 1.97707 -0.12098 -0.069 0.129 0.192 0.34
H 0.93310 2.11548 -1.08252 -0.989 -1.986 0.934 0.25
H -0.74246 1.43341 -1.31822 0.946 -0.887 0.546 0.25
H 2.33271 1.23893 0.46267 0.039 -0.433 0.576 0.35
H 2.22140 -0.51984 1.17908 -0.321 1.386 -0.520 0.32
H 4.21517 -0.51310 -0.38489 -1.679 0.426 -0.048 0.35
H 3.23803 0.15087 -1.73287 -0.399 0.168 1.138 0.31
H 2.87549 -1.34898 -1.09515 -0.716 -1.781 -0.158 0.38
H 0.56896 -1.93690 0.33861 -0.295 0.411 -0.145 0.34
H -1.39763 -1.71876 -1.46388 0.634 -0.692 1.324 0.55
H -2.80078 -0.30882 -1.34388 0.312 -0.298 1.239 0.29
H -0.62578 1.19712 1.18637 0.576 0.505 -0.319 0.30
H -1.34719 -0.05545 2.23263 -0.422 0.660 -1.706 0.27
H -2.00354 1.50363 2.30212 0.136 0.432 -0.565 0.43
```
Forces are in eV/Å.

Net charge: +1
Gap between HOMO and LUMO, eV: 6.9934
Energy relative to the best compared isomer or geometry (same formula, charge and spin), kJ/mol: 176.5
Structure (SMILES): C=C(CC)N[C@@H](I)/[NH+]=C(\C)I

---

Record 7
Entry from the OMol25 dataset: an isolated ion of composition C7H13N and charge -1 at a distorted geometry (wB97M-V/def2-TZVPD).

XYZ file:
```
21
Properties=species:S:1:pos:R:3:forces:R:3:mulliken_spin:R:1
C 1.28922 -0.51381 -1.62121 0.014 -0.182 -0.116 0.00
C 0.56457 0.68569 -1.01957 -0.222 -0.291 -0.328 -0.04
C -0.24961 0.35018 0.19490 -0.355 -0.167 1.294 -0.03
C -1.58252 0.74048 0.23332 -0.552 0.363 -0.331 0.52
C -2.49510 0.88336 1.43948 0.492 -0.705 -0.734 -0.08
C 1.76256 -0.15936 1.59701 0.441 -0.211 0.489 0.46
C 0.38994 -0.20067 1.35282 0.176 0.287 -1.091 0.10
N 0.30421 -1.52458 -1.99230 -0.428 -0.399 -0.378 0.01
H 1.79646 -0.22658 -2.54986 0.099 0.137 0.109 -0.01
H 2.02750 -0.93141 -0.93291 0.106 0.234 0.123 0.01
H 1.26808 1.49255 -0.81528 0.265 0.122 0.154 -0.02
H -0.12938 1.04913 -1.78112 0.020 0.112 -0.085 0.03
H -2.07929 1.09241 -0.67620 0.360 -0.098 -0.042 0.03
H -3.27274 0.10826 1.42483 -0.121 -0.005 0.226 0.04
H -1.95580 0.77974 2.38383 -0.022 0.245 0.013 -0.01
H -3.00696 1.84472 1.36113 -0.080 0.129 0.332 0.03
H 2.53552 0.18838 0.92331 -0.357 0.264 -0.368 -0.02
H 2.18667 -0.34817 2.57158 -0.212 -0.396 0.313 0.01
H -0.28437 -0.68958 2.05615 0.248 0.335 0.263 -0.01
H 0.74958 -2.36450 -2.34014 0.112 0.023 0.042 0.00
H -0.23741 -1.79984 -1.17960 0.020 0.203 0.115 0.00
```
Forces are in eV/Å.

Net charge: -1
Gap between HOMO and LUMO (spin up / spin down), eV: 4.0098 / 6.8469
Energy relative to the best compared isomer or geometry (same formula, charge and spin), kJ/mol: 0.2
2S+1: 2

---

Record 8
Entry from the OMol25 dataset: one molecule with the formula C7H13N at a distorted geometry (wB97M-V/def2-TZVPD).

XYZ file:
```
21
Properties=species:S:1:pos:R:3:forces:R:3:mulliken_charge:R:1
C -2.20591 -0.39608 -0.05519 -1.055 0.000 -0.574 -0.77
C -0.87746 -0.93921 0.55950 2.371 -1.279 0.798 -0.56
C 0.42772 -0.45884 0.04725 -1.826 1.356 -0.888 0.86
C 0.62155 0.88140 -0.59020 1.707 0.095 0.968 -0.46
C 0.20233 2.12110 0.21529 -0.258 0.553 -0.478 -1.24
C 2.72918 -1.37398 -0.58394 -1.270 1.065 0.972 -0.80
C 1.52430 -1.34356 0.06186 0.434 -2.446 -0.681 -0.56
N -2.50548 0.94005 0.17838 -0.323 -0.326 -0.377 -0.68
H -2.09709 -0.62955 -1.12573 0.056 0.273 -0.037 0.34
H -2.98902 -1.11529 0.29676 0.561 0.227 0.089 0.36
H -0.79018 -2.03628 0.46889 -0.381 -0.026 -0.008 0.44
H -0.88120 -0.82391 1.65082 -0.519 0.517 -0.135 0.34
H 0.25836 0.96266 -1.62281 -0.486 -0.315 0.223 0.33
H 0.74067 3.00146 -0.15729 -0.037 -0.129 -0.024 0.33
H 1.71485 0.91334 -0.67703 -0.088 0.324 -0.322 0.28
H -0.86198 2.24193 0.03114 -0.117 0.138 0.289 0.43
H 2.95286 -0.63958 -1.34338 0.490 0.095 0.120 0.31
H 3.46587 -2.06039 -0.19255 0.070 -0.284 -0.654 0.29
H 1.26712 -2.31139 0.51089 0.389 0.428 0.640 0.25
H -3.05760 0.97365 1.03273 0.140 0.188 0.185 0.17
H 0.36110 2.09248 1.29463 0.141 -0.453 -0.106 0.33
```
Forces are in eV/Å.

Gap between HOMO and LUMO, eV: 4.3079
Energy relative to the best compared isomer or geometry (same formula, charge and spin), kJ/mol: 562.4